1.
Molecular formula: C17H37IN2O4PS4
Method: DFT, ωB97M-V with the def2-TZVPD basis set

Values from the calculation:
E_HOMO: -11.1 eV
Net charge: +1
Lowest unoccupied orbital energy: -4.78 eV
E: -90121.194 eV
Gap between HOMO and LUMO: 6.291 eV

```
66
Properties=species:S:1:pos:R:3:lowdin_charge:R:1
C 3.330 0.792 0.166 0.013
C 2.623 0.667 -1.163 -0.550
O 2.042 1.611 -1.593 0.081
N 2.611 -0.548 -1.884 0.046
C 1.610 -1.528 -1.413 -0.177
C 0.399 -0.928 -0.707 -0.247
C -0.790 -1.899 -0.652 -0.210
C -1.844 -1.569 0.417 -0.210
C -2.542 -0.221 0.303 -0.744
S -1.500 1.247 0.807 0.804
C -3.274 0.171 -1.004 -0.683
P -2.279 0.336 -2.601 0.514
O -3.348 -0.041 -3.803 -0.357
I -1.806 2.721 -2.769 0.541
S -4.075 1.745 -0.383 0.862
C -4.524 0.856 1.070 -0.982
S -5.948 1.326 1.997 0.820
N -3.705 -0.143 1.292 -0.491
S -4.011 -1.224 2.607 0.898
H 3.471 1.853 0.332 0.084
H 4.306 0.314 0.124 0.085
H 2.719 0.417 0.985 0.077
H 2.420 -0.284 -2.843 0.111
H 1.284 -2.086 -2.291 0.125
H 2.106 -2.250 -0.760 0.122
H 0.047 -0.003 -1.155 0.039
H 0.690 -0.701 0.322 0.099
H -0.365 -2.863 -0.362 0.124
H -1.202 -2.008 -1.652 0.083
H -2.619 -2.338 0.345 0.113
H -1.373 -1.711 1.387 0.111
H -1.085 0.857 2.035 -0.078
H -4.129 -0.485 -1.188 0.090
H -4.074 -0.582 -3.451 0.056
H -5.432 2.386 2.667 -0.072
H -5.094 -1.947 2.221 -0.079
C -4.194 2.127 6.558 -0.072
C -3.515 0.950 5.878 -0.294
O -2.207 1.232 5.410 -0.181
C -1.258 1.621 6.396 -0.274
C -1.030 0.578 7.475 -0.074
H -4.234 2.987 5.887 0.080
H -5.212 1.860 6.847 0.081
H -3.664 2.438 7.459 0.071
H -4.093 0.671 4.994 0.073
H -3.507 0.073 6.533 0.111
H -1.543 2.583 6.833 0.110
H -0.324 1.792 5.860 0.117
H -1.934 0.384 8.054 0.068
H -0.260 0.917 8.168 0.082
H -0.712 -0.367 7.033 0.082
C 6.091 -1.020 -4.399 -0.079
C 5.603 -1.846 -5.577 -0.277
O 4.194 -1.841 -5.734 -0.163
C 3.593 -0.580 -5.955 -0.295
C 4.084 0.129 -7.205 -0.075
H 5.629 -1.366 -3.472 0.074
H 7.174 -1.105 -4.302 0.078
H 5.849 0.038 -4.513 0.065
H 5.882 -2.888 -5.421 0.119
H 6.092 -1.529 -6.504 0.108
H 3.718 0.057 -5.070 0.096
H 2.523 -0.769 -6.052 0.115
H 5.148 0.359 -7.153 0.068
H 3.547 1.069 -7.341 0.078
H 3.923 -0.496 -8.085 0.084
```

=====

2.
Molecular formula: C22H24FN3O3
Method: DFT, ωB97M-V with the def2-TZVPD basis set

Values from the calculation:
E_HOMO: -8.4 eV
Net charge: 0
Lowest unoccupied orbital energy: 0.40 eV
E: -36533.997 eV
Gap between HOMO and LUMO: 8.845 eV

```
53
Properties=species:S:1:pos:R:3:lowdin_charge:R:1
O -2.547 -0.737 0.764 0.053
C -2.553 -0.732 -0.457 -0.487
C -2.451 0.485 -1.295 0.025
C -2.053 1.673 -0.840 -0.204
C -1.874 2.889 -1.707 -0.140
C -2.333 4.032 -0.799 -0.179
C -1.868 3.615 0.608 -0.163
C -1.728 2.073 0.576 -0.109
N -2.638 -1.893 -1.186 0.075
C -2.277 -3.149 -0.546 -0.081
C -0.777 -3.283 -0.518 -0.410
C 0.082 -4.281 0.276 0.016
C 1.186 -3.252 -0.119 -0.384
N 2.479 -3.243 0.535 0.161
C 2.810 -2.302 1.493 -0.413
O 3.280 -2.600 2.573 0.084
C 2.579 -0.886 1.134 -0.181
C 2.564 -0.244 -0.070 0.053
C 2.279 1.127 0.215 -0.094
C 2.094 2.277 -0.556 -0.234
F 2.181 2.169 -1.896 0.073
C 1.810 3.485 0.017 -0.028
C 1.707 3.575 1.420 -0.099
C 1.875 2.479 2.234 -0.019
C 2.159 1.257 1.613 -0.192
N 2.368 0.017 2.149 0.161
C 1.160 -3.399 -1.642 -0.099
O -0.261 -3.422 -1.865 -0.066
C 0.100 -2.167 0.064 -0.024
H -2.646 0.367 -2.357 0.111
H -0.805 3.000 -1.924 0.118
H -2.405 2.821 -2.656 0.116
H -1.934 5.000 -1.105 0.105
H -3.422 4.102 -0.831 0.111
H -0.913 4.080 0.853 0.079
H -2.580 3.934 1.369 0.104
H -2.359 1.554 1.291 0.109
H -0.697 1.774 0.793 0.110
H -2.376 -1.820 -2.157 0.130
H -2.664 -3.127 0.470 0.131
H -2.743 -3.981 -1.075 0.132
H -0.123 -4.262 1.345 0.133
H 0.164 -5.297 -0.110 0.126
H 2.784 -4.160 0.837 0.150
H 2.714 -0.697 -1.035 0.120
H 1.673 4.354 -0.611 0.119
H 1.489 4.538 1.864 0.107
H 1.790 2.560 3.309 0.111
H 2.416 -0.224 3.123 0.167
H 1.612 -2.549 -2.158 0.123
H 1.617 -4.327 -1.992 0.130
H 0.186 -1.256 -0.525 0.123
H -0.132 -1.950 1.105 0.139
```

=====

3.
Molecular formula: C6H5ClFNO2S
Method: DFT, ωB97M-V with the def2-TZVPD basis set

Values from the calculation:
E_HOMO: -8.9 eV
Net charge: 0
Lowest unoccupied orbital energy: -0.07 eV
E: -37958.440 eV
Gap between HOMO and LUMO: 8.880 eV
SMILES: O=[N+]([O-])[C@]1(S)CC=CC(F)=C1Cl

```
17
Properties=species:S:1:pos:R:3:lowdin_charge:R:1
C 1.235 1.657 0.076 -0.023
C 1.819 0.443 0.092 -0.061
C -0.206 1.819 0.008 -0.315
C -0.989 0.749 -0.182 -0.614
C 0.985 -0.802 0.319 -0.179
C -0.432 -0.667 -0.280 -0.721
N -1.218 -1.557 0.645 -0.428
O -0.898 -1.519 1.823 0.056
O -2.150 -2.155 0.184 0.045
F -0.763 3.019 -0.011 0.088
S -0.480 -1.403 -1.897 0.871
Cl -2.667 0.873 -0.147 0.813
H 1.933 2.556 -0.022 0.141
H 2.893 0.129 0.143 0.130
H 1.574 -1.609 0.116 0.077
H 0.917 -0.922 1.506 0.178
H -1.552 -0.614 -2.373 -0.058
```

=====

4.
Molecular formula: C3H2N2O3
Method: DFT, ωB97M-V with the def2-TZVPD basis set

Values from the calculation:
E_HOMO: -11.0 eV
Net charge: 0
Lowest unoccupied orbital energy: 0.06 eV
E: -12262.370 eV
Gap between HOMO and LUMO: 11.030 eV
SMILES: O=C(O)c1ncon1

```
10
Properties=species:S:1:pos:R:3:lowdin_charge:R:1
C 1.702 -0.371 -0.021 -0.307
C 0.090 -0.447 -0.065 -0.167
C -1.821 0.397 0.241 -0.227
H 1.554 1.472 0.011 0.155
H -2.768 0.996 0.336 0.164
N -0.685 0.865 0.270 0.148
N -0.608 -1.450 -0.493 0.184
O 2.269 0.872 -0.493 0.027
O 2.111 -1.458 0.464 0.085
O -1.844 -0.876 -0.250 -0.061
```

=====

5.
Molecular formula: C10H16
Method: DFT, ωB97M-V with the def2-TZVPD basis set

Values from the calculation:
E_HOMO (alpha / beta): -13.8 / -13.8 eV
Net charge: +1
Lowest unoccupied orbital energy (alpha / beta): -4.41 / -8.21 eV
E: -10619.978 eV
Gap between HOMO and LUMO (alpha / beta): 9.391 / 5.582 eV
Spin multiplicity: 2

```
26
Properties=species:S:1:pos:R:3:lowdin_charge:R:1
C -0.140 2.373 0.878 0.018
C 1.642 -0.186 2.959 0.042
C 2.089 -1.092 1.976 0.016
C 1.103 1.056 2.634 0.009
C 0.905 1.356 1.294 -0.173
C 1.815 -0.848 0.656 -0.014
C 1.357 0.455 0.307 0.071
H 1.619 -0.444 4.013 0.138
H 2.574 -2.024 2.228 0.137
H 0.852 1.787 3.389 0.138
H 2.266 -1.473 -0.102 0.130
H 0.186 3.414 0.902 0.113
H -1.009 2.177 1.499 0.109
H 1.426 0.885 -0.683 0.148
H -0.420 2.212 -0.164 0.074
C -1.298 -1.110 -1.468 -0.315
C -2.327 0.022 -1.627 -0.115
C -0.664 -1.510 -2.802 -0.100
H -0.640 -1.019 -0.582 0.068
H -1.863 -1.946 -1.026 0.100
H -3.001 -0.122 -2.468 0.078
H -0.888 -2.564 -2.994 0.076
H -1.172 -1.010 -3.619 0.070
H 0.418 -1.409 -2.799 0.059
H -3.029 0.039 -0.786 0.071
H -1.802 0.980 -1.615 0.051
```

=====

6.
Molecular formula: C8H14N3OS
Method: DFT, ωB97M-V with the def2-TZVPD basis set

Values from the calculation:
E_HOMO: -12.3 eV
Net charge: +1
Lowest unoccupied orbital energy: -3.41 eV
E: -25866.472 eV
Gap between HOMO and LUMO: 8.891 eV

```
27
Properties=species:S:1:pos:R:3:lowdin_charge:R:1
C -1.588 1.324 -0.655 -0.116
C -1.817 2.479 -1.330 -0.552
C 0.493 1.656 -1.370 -0.545
C -0.035 -1.517 -0.338 -0.131
C -0.236 -0.199 1.693 -0.115
C 0.706 -2.660 0.306 -0.178
C 0.530 -1.544 2.321 -0.141
C 1.980 1.441 -1.405 -0.034
N -0.290 0.923 -0.592 -0.044
N 0.378 -0.219 0.376 0.001
N -2.926 3.270 -1.365 0.099
O 0.340 -2.740 1.638 -0.108
S -0.310 3.014 -2.040 1.199
H -2.281 0.771 0.021 0.148
H 0.298 -1.399 -1.330 0.104
H -1.101 -1.648 -0.525 0.132
H -1.280 -0.393 1.650 0.092
H 0.027 0.674 2.343 0.143
H 0.623 -3.620 -0.150 0.136
H 1.768 -2.199 0.349 0.156
H 1.560 -1.204 2.197 0.116
H 0.242 -1.564 3.389 0.141
H 2.508 1.825 -0.517 0.101
H 1.978 0.298 -1.212 0.111
H 2.425 1.991 -2.202 0.074
H -3.626 2.818 -0.911 0.064
H -3.051 4.242 -1.705 0.147
```